Entry 1:
This record from OMol25 describes C5H6O2 in the gas phase at a distorted geometry. The level of theory is the ωB97M-V functional and the def2-TZVPD basis.

```
! RIJCOSX wB97M-V def2-TZVPD def2/J DEFGRID3
* xyz 0 1
C -2.25864 -0.04558 0.15875
C 1.81884 -0.91976 0.20951
C -1.26191 0.78721 0.30075
C -0.00625 0.46436 -0.36275
C 1.29640 1.27677 -0.00873
O 0.45849 -0.93667 0.05553
O 2.17846 0.45649 0.13978
H -1.99015 -0.89550 -0.48909
H -3.29370 0.22481 0.36434
H 2.20092 -1.41593 1.06806
H 2.36684 -1.27844 -0.72896
H -1.39429 1.71511 0.86177
H -0.11501 0.56714 -1.56895
*
```

## Properties
HOMO energy: -8.655 eV
Frontier orbital gap: 0.3462 hartree
LUMO: 0.77 eV
E: -9372.3947 eV

Entry 2:
This record from OMol25 describes 2 unconnected molecules or ions with the total composition C9H9N3O2 at a distorted geometry. The level of theory is the ωB97M-V functional and the def2-TZVPD basis.

```
! RIJCOSX wB97M-V def2-TZVPD def2/J DEFGRID3
* xyz 0 1
C -2.14397 -1.02579 -0.96225
C -2.81835 0.19617 -0.97429
C -2.93487 0.91489 0.23264
C -2.14834 0.48343 1.31382
C -1.30165 -0.70147 1.16383
C 1.46535 1.26412 -0.71902
C 2.57909 1.36652 0.16811
C 2.99792 0.22505 0.81202
C 1.67509 -1.22882 -0.53075
H -2.21335 -1.60989 -1.81713
H -3.41953 0.43776 -1.85798
H -3.54923 1.73687 0.34872
H -1.99008 1.11309 2.16484
H -0.89181 -1.09399 2.11826
H 0.28435 -0.28264 -1.67098
H 2.94158 2.39172 0.44623
H 3.68926 0.20838 1.62430
H 3.07479 -1.83174 0.82001
N -1.30060 -1.43382 0.04399
N 1.08993 -0.08356 -1.04102
N 2.56775 -0.96667 0.49158
O 0.91557 2.24250 -1.23430
O 1.43111 -2.32212 -0.94064
*
```

## Properties
HOMO energy: -9.138 eV
Frontier orbital gap: 0.3557 hartree
LUMO: 0.54 eV
E: -18044.1277 eV
SMILES string: O=c1cc[nH]c(=O)[nH]1.c1ccncc1

Entry 3:
This record from OMol25 describes C3H5NO2S2 in the gas phase at a distorted geometry. The level of theory is the ωB97M-V functional and the def2-TZVPD basis.

```
! RIJCOSX wB97M-V def2-TZVPD def2/J DEFGRID3
* xyz 0 1
C 2.65408 -0.81054 0.12524
C 0.14846 0.18025 -0.02027
C -2.94530 0.31569 0.17079
H 2.79021 -0.36584 1.10409
H 2.20577 -1.77301 0.27846
H 3.66635 -0.94876 -0.38908
H -0.55682 1.84587 -1.03340
H -3.72807 0.67548 0.87340
N -0.85140 0.94693 -0.61005
O -0.03772 -0.50554 0.96559
O -1.93959 1.20809 0.22961
S 1.66529 0.23825 -0.94332
S -3.07125 -1.00688 -0.75105
*
```

## Properties
HOMO energy: -9.060 eV
Frontier orbital gap: 0.3463 hartree
LUMO: 0.36 eV
E: -30445.6805 eV
SMILES string: CSC(=O)NOC=S

Entry 4:
This record from OMol25 describes a molecular structure, C29H27Cl3N5O3Pt at a distorted geometry. The level of theory is the ωB97M-V functional and the def2-TZVPD basis.

```
! RIJCOSX wB97M-V def2-TZVPD def2/J DEFGRID3
* xyz 1 1
Pt -0.02494 0.15553 0.12676
C 0.19185 0.71650 -4.10747
C 1.53502 0.94245 -3.47286
C 2.45129 1.77499 -4.10946
C 3.72511 1.96162 -3.60451
C 4.10613 1.30373 -2.44592
C 3.21686 0.47654 -1.77703
C 3.63375 -0.22474 -0.52203
C 1.92601 0.30677 -2.28618
N 0.97594 -0.47333 -1.55418
C 0.40063 -1.54987 -2.16679
O 0.78383 -2.11728 -3.16500
C -0.90021 -1.97473 -1.51162
C -1.78987 -2.89273 -2.03066
C -3.03488 -3.02632 -1.42178
C -3.38228 -2.23475 -0.33152
C -2.44588 -1.34282 0.15000
N -1.25033 -1.27755 -0.43004
C -2.60745 -0.43005 1.34333
O -3.63041 -0.45469 1.99138
N -1.47999 0.29136 1.60607
C -1.26522 0.75405 2.93740
C -1.17928 -0.18033 3.98448
C -1.52349 -1.64011 3.82894
C -0.83799 0.27634 5.25390
C -0.61508 1.61929 5.49841
C -0.76371 2.53775 4.47026
C -1.09678 2.12509 3.18866
C -1.35331 3.14126 2.11608
H -0.08747 1.56968 -4.72446
H -0.59589 0.55343 -3.37340
H 0.22551 -0.16966 -4.74431
H 2.15687 2.26820 -5.02797
H 4.42594 2.60396 -4.12102
H 5.10680 1.43128 -2.05181
H 4.65129 0.04787 -0.24609
H 3.58394 -1.31070 -0.63876
H 2.97058 0.07555 0.28768
H -1.50265 -3.45487 -2.90842
H -3.74869 -3.73726 -1.81587
H -4.34869 -2.28783 0.14995
H -1.34379 -2.04952 2.82939
H -2.59061 -1.78176 4.00660
H -0.97060 -2.24395 4.54727
H -0.76151 -0.43954 6.06297
H -0.35084 1.95325 6.49269
H -0.63482 3.59469 4.66550
H -1.17067 4.14733 2.48903
H -2.38784 3.08202 1.77303
H -0.71585 2.97828 1.25520
Cl 1.37644 6.59720 -2.92058
C 1.31857 5.17969 -1.96417
C 0.18705 4.37204 -2.01739
C 0.13795 3.22349 -1.26725
Cl -1.29501 2.25242 -1.34733
C 1.21086 2.82561 -0.42356
O 1.25210 1.75134 0.29383
C 2.34107 3.70251 -0.39679
Cl 3.64362 3.26981 0.62372
C 2.39603 4.84983 -1.15006
H -0.63962 4.65138 -2.65588
H 3.26640 5.48925 -1.11508
N 2.03808 -0.63815 2.50157
N 0.95704 -1.05730 1.70636
H 2.87001 -0.58545 1.92092
H 1.82847 0.29970 2.84348
H 0.16206 -1.17030 2.33935
H 1.17303 -1.97118 1.31223
*
```

## Properties
HOMO energy (spin up / spin down): -10.678 / -10.678 eV
Frontier orbital gap (spin up / spin down): 0.1569 / 0.1571 hartree
LUMO (spin up / spin down): -6.41 / -6.40 eV
E: -84911.6895 eV

Entry 5:
This record from OMol25 describes a molecular structure, C20H46FeOP4Se at a distorted geometry. The level of theory is the ωB97M-V functional and the def2-TZVPD basis.

```
! RIJCOSX wB97M-V def2-TZVPD def2/J DEFGRID3
* xyz 3 6
Fe 0.90020 1.34037 -1.89197
P -1.22942 -0.04785 3.60084
P -0.72833 2.59437 -1.53059
P 2.19735 1.50626 -0.19343
H 1.68402 -2.03800 2.25452
C 1.12221 -1.11610 2.45771
C -0.27931 -1.44812 2.94781
H -0.88914 -1.86730 2.13180
C -2.96228 -0.46942 3.48483
C -0.92387 1.41943 2.61446
C -0.75439 0.24325 5.30495
C -1.31272 3.30798 -3.11926
C -2.25319 1.80415 -0.89036
C -0.63525 4.09395 -0.47593
C 3.62312 0.43007 0.18648
C 2.34409 2.79314 1.10137
C 2.79354 2.39789 -1.71973
H 1.69929 -0.50518 3.16323
H -0.23057 -2.18293 3.76771
H -3.20238 -1.24763 4.22012
H -3.17526 -0.83221 2.47045
H -3.55949 0.42690 3.69428
H -0.90564 1.17275 1.54294
H 0.03266 1.88416 2.88928
H -1.72900 2.14637 2.79528
H -0.60143 -0.71485 5.81903
H -1.55424 0.80074 5.80934
H 0.17354 0.82876 5.34737
H -1.35014 4.40051 -3.03017
H -2.30888 2.91098 -3.34883
H -0.61978 3.02616 -3.92202
H -2.99470 1.78309 -1.69748
H -2.64256 2.38487 -0.04526
H -2.06783 0.77149 -0.55983
H -1.11728 4.92684 -1.00211
H 0.41023 4.35893 -0.27944
H -1.14380 3.91209 0.47862
H 4.53407 0.94933 -0.13706
H 3.52985 -0.51841 -0.35812
H 3.65378 0.23382 1.26565
H 2.98691 3.59801 0.72136
H 2.79274 2.35218 2.00145
H 1.35625 3.19960 1.35050
H 3.76855 1.95600 -1.96836
H 2.91279 3.45840 -1.45579
H 2.14308 2.32068 -2.63509
C 2.02500 -1.06611 -3.03623
C 1.85464 -2.02290 -2.00998
C 2.93555 -2.82984 -1.64594
C 4.15371 -2.73158 -2.33498
C 4.30064 -1.82198 -3.39373
C 3.23288 -1.01114 -3.76773
Se 0.63395 0.15565 -3.53932
H 1.08032 -0.50040 1.39888
H 0.88597 -2.09323 -1.51357
H 2.82580 -3.55550 -0.83580
H 4.98529 -3.37828 -2.05209
H 5.24326 -1.75779 -3.94034
H 3.30777 -0.32074 -4.60740
C -4.53821 -2.49975 -0.52668
P -2.73296 -2.41180 -0.53258
C -2.13567 -4.02037 0.03576
C -2.21809 -2.27355 -2.25611
O -2.22241 -1.28430 0.32473
H -4.94146 -1.48012 -0.50571
H -4.86425 -3.03979 0.37098
H -4.89819 -3.02371 -1.42068
H -1.91513 -4.65846 -0.82886
H -1.22521 -3.87577 0.62991
H -2.90667 -4.49647 0.65440
H -3.07097 -1.93837 -2.86014
H -1.39568 -1.55183 -2.35410
H -1.88721 -3.25738 -2.61326
*
```

## Properties
HOMO energy (spin up / spin down): -17.091 / -17.541 eV
Frontier orbital gap (spin up / spin down): 0.3531 / 0.2115 hartree
LUMO (spin up / spin down): -7.48 / -11.79 eV
E: -160396.6716 eV

Ordered relative energy (zero: lowest compared OMol25 entry of this formula, charge and spin) results: 108.41, 37.51, 56.01, 19.12, 19.53; unit kcal/mol.